The following is a quantum chemistry calculation of a cluster of 2 separate species, C3H12NO in total in a non-equilibrium geometry, from OMol25.

**LUMO energy (alpha / beta)**: -7.6 / -16.6 eV
**Multiplicity**: 2
**Total charge**: +2
**Molar mass**: 78.135 g/mol
**Orbital gap (alpha / beta)**: 0.5393 / 0.1508 Ha
**Max |F|**: 0.084 hartree/bohr
**Total energy**: -250.5903 a.u.

Each atom is followed by the atoms it is bonded to, with distances in Å.
Cartesian coordinates (Å):
1 C -1.55042 1.37442 0.56279  C2 1.538, H5 1.030, H6 1.156, H7 1.125
2 C -0.30004 1.20920 -0.31706  C1 1.538, N3 1.578, H8 1.127, H9 1.148
3 N 0.47542 0.02106 0.37286  C2 1.578, C4 1.528, H10 1.060, H11 1.119
4 C 1.95461 -0.01137 -0.00747  N3 1.528, H12 1.048, H13 1.122, H14 1.156
5 H -1.55482 2.05900 1.33298  C1 1.030
6 H -2.39176 1.72332 -0.14985  C1 1.156
7 H -1.66407 0.36886 1.05500  C1 1.125
8 H -0.50225 0.85234 -1.36695  C2 1.127
9 H 0.53976 1.99203 -0.34467  C2 1.148
10 H 0.14908 -0.92086 0.01120  N3 1.060
11 H 0.39501 -0.37231 1.41695  N3 1.119
12 H 2.10516 -0.13133 -1.03748  C4 1.048
13 H 2.40201 -1.01175 0.23385  C4 1.122
14 H 2.57957 0.84790 0.44800  C4 1.156
15 H -0.29306 -2.96896 -1.05564  O17 0.947
16 H -1.57039 -2.79675 -0.45463  O17 1.005
17 O -0.77383 -2.23480 -0.69990  H15 0.947, H16 1.005

Atom charges from the natural (NBO) analysis, given in e for atoms 1 to 6: -0.523, -0.199, -0.594, -0.471, 0.345, 0.379